(1)
Computed, not measured: a molecular structure, C16H36As3CsF18P at a distorted geometry, with the ωB97M-V functional and the def2-TZVPD basis.

Structure (ORCA input):
```
! wB97M-V def2-TZVPD RIJCOSX def2/J DEFGRID3
* xyz -1 1
Cs 2.93 3.62 2.13
C 0.27 3.74 -0.15
C -0.78 3.03 -0.97
C -0.71 1.53 -0.80
C -1.64 0.75 -1.73
P -1.53 -1.04 -1.29
C -2.13 -1.13 0.43
C -2.48 -2.52 1.00
C -3.84 -3.04 0.55
C -4.27 -4.32 1.22
C -2.51 -2.02 -2.50
C -2.27 -3.51 -2.57
C -3.23 -4.22 -3.54
C -2.70 -4.33 -4.97
C 0.22 -1.54 -1.25
C 0.98 -1.35 -2.60
C 2.49 -1.48 -2.39
C 3.13 -0.36 -1.55
H 1.22 3.43 -0.60
H 0.35 3.47 0.90
H 0.29 4.83 -0.19
H -0.79 3.35 -2.02
H -1.78 3.37 -0.66
H -0.88 1.32 0.25
H 0.32 1.24 -1.04
H -1.36 0.77 -2.79
H -2.69 1.04 -1.74
H -3.00 -0.49 0.62
H -1.33 -0.60 0.97
H -2.50 -2.52 2.09
H -1.73 -3.25 0.67
H -3.82 -3.15 -0.54
H -4.60 -2.26 0.67
H -3.41 -4.98 1.38
H -5.05 -4.82 0.64
H -4.59 -4.11 2.24
H -2.34 -1.46 -3.43
H -3.55 -1.75 -2.31
H -2.31 -4.01 -1.60
H -1.27 -3.82 -2.89
H -4.19 -3.71 -3.46
H -3.40 -5.27 -3.27
H -2.87 -3.44 -5.58
H -3.13 -5.23 -5.39
H -1.61 -4.45 -5.01
H 0.21 -2.62 -1.07
H 0.72 -1.22 -0.33
H 0.72 -0.38 -3.03
H 0.62 -2.08 -3.32
H 2.92 -1.50 -3.40
H 2.73 -2.45 -1.95
H 4.14 -0.22 -1.93
H 3.02 -0.55 -0.49
H 2.65 0.61 -1.71
As 1.03 0.20 3.11
F 0.71 1.83 2.54
F 0.81 0.69 4.78
F 1.37 -1.41 3.66
F 1.32 -0.39 1.44
F 2.71 0.67 3.20
F -0.69 -0.13 2.90
As 6.86 2.66 3.23
F 5.40 2.40 2.24
F 6.66 4.39 3.03
F 8.26 3.02 4.24
F 6.99 0.94 3.48
F 7.85 2.52 1.79
F 5.75 2.72 4.58
As 0.75 6.44 3.73
F -0.96 6.12 3.72
F 1.01 4.69 4.06
F 2.47 6.76 3.82
F 0.49 8.14 3.38
F 0.58 6.74 5.44
F 1.02 6.09 1.98
*
```

- energy above the lowest of the compared OMol25 structures with the same formula, charge and spin (kcal/mol) = 0.0
- HOMO (Ha) = -0.3383
- F_max (eV Å⁻¹) = 1.89
- orbital gap (eV) = 10.2


(2)
Computed, not measured: a molecular structure, C2H5LiNaO at a distorted geometry, with the ωB97M-V functional and the def2-TZVPD basis.

Structure (ORCA input):
```
! wB97M-V def2-TZVPD RIJCOSX def2/J DEFGRID3
* xyz 0 2
H 3.29 -0.62 0.33
O 1.84 2.50 1.10
C 1.27 1.29 0.70
C 1.99 0.09 1.23
H 1.23 1.22 -0.41
H 0.20 1.23 1.02
H 1.54 -0.88 1.04
H 2.34 0.16 2.27
Na 4.02 2.61 1.29
Li 0.96 3.91 1.67
*
```

- energy above the lowest of the compared OMol25 structures with the same formula, charge and spin (kcal/mol) = 44.2
- HOMO (alpha / beta) (Ha) = -0.1358 / -0.3328
- F_max (eV Å⁻¹) = 4.04
- orbital gap (alpha / beta) (eV) = 3.2 / 9.3


(3)
Computed, not measured: a molecular structure, C31H41N2O8Ti at a distorted geometry, with the ωB97M-V functional and the def2-TZVPD basis.

Structure (ORCA input):
```
! wB97M-V def2-TZVPD RIJCOSX def2/J DEFGRID3
* xyz -2 2
C 0.61 -0.84 -5.00
C 0.53 -1.53 -3.60
C 0.02 0.55 -4.84
C -0.52 0.69 -3.37
H -0.81 0.70 -5.55
H 0.77 1.33 -5.07
C -0.51 -0.82 -2.73
H 1.54 -1.49 -3.16
H 0.27 -2.60 -3.70
C -0.61 -1.52 -1.30
H -1.48 -1.14 -3.16
H -1.59 0.99 -3.43
C 0.24 1.85 -2.83
C 2.03 -0.82 -5.56
C -0.15 -1.47 -6.17
O -0.70 -0.79 -7.04
O 3.01 -0.53 -4.89
O 2.10 -1.18 -6.86
O -0.12 -2.81 -6.25
C -0.63 -3.20 -7.54
H -0.60 -4.29 -7.53
H 0.01 -2.78 -8.33
H -1.65 -2.82 -7.68
C 3.43 -1.23 -7.36
H 3.95 -0.26 -7.24
H 3.34 -1.48 -8.41
H 4.02 -2.00 -6.84
O -0.47 -0.83 -0.02
H 0.10 -2.36 -1.20
H -1.61 -2.02 -1.26
C -0.47 2.46 -1.67
C 1.70 1.69 -2.74
H 2.31 1.99 -3.61
H 1.90 0.62 -2.56
H 2.08 2.30 -1.91
H 0.16 2.32 -0.76
H -1.39 1.89 -1.44
H -0.76 3.54 -1.75
Ti 0.09 -0.13 1.48
C -2.97 -1.47 3.73
C -3.35 -0.80 2.53
C -2.65 -1.40 1.46
H -4.00 0.06 2.45
C -1.70 -2.32 2.00
C -1.94 -2.38 3.41
H -1.53 -3.10 4.11
H -3.47 -1.36 4.69
H -2.77 -1.09 0.40
H -0.98 -2.91 1.45
C 2.63 0.95 2.08
C 2.47 -0.35 2.63
C 1.95 -1.23 1.60
H 2.89 -0.67 3.59
C 1.91 -0.44 0.38
C 2.16 0.94 0.74
H 2.18 1.79 0.03
H 3.12 1.80 2.57
H 1.81 -2.31 1.66
H 1.91 -0.81 -0.64
C -3.01 1.61 5.13
C -1.77 1.10 5.85
C -0.40 1.46 5.21
C -0.02 2.98 5.27
C -0.97 3.96 4.60
C 0.68 0.70 6.01
O 1.41 1.25 6.82
N 0.73 -0.69 5.79
C 0.48 -1.24 4.52
O 0.79 -2.39 4.25
N -0.05 -0.39 3.59
C -0.37 0.89 3.81
O -0.61 1.49 2.67
H -3.26 2.63 5.46
H -3.86 0.96 5.36
H -2.87 1.62 4.03
H -1.74 1.44 6.90
H -1.80 0.00 5.87
H 0.12 3.25 6.34
H 0.97 3.07 4.80
H -1.91 4.07 5.17
H -0.47 4.94 4.57
H -1.18 3.62 3.57
H 1.29 -1.24 6.41
*
```

- HOMO (alpha / beta) (Ha) = 0.0472 / 0.0475
- F_max (eV Å⁻¹) = 3.62
- orbital gap (alpha / beta) (eV) = 2.7 / 2.7


(4)
Computed, not measured: a single C3H4N2O molecule at a distorted geometry, with the ωB97M-V functional and the def2-TZVPD basis.

Structure (ORCA input):
```
! wB97M-V def2-TZVPD RIJCOSX def2/J DEFGRID3
* xyz 0 1
C 0.44 -0.31 -0.26
N 0.37 -0.63 -1.55
C -0.44 0.51 0.46
O -0.27 -1.38 0.88
C 0.01 1.78 0.91
N 0.36 2.81 1.31
H 0.35 -1.31 1.62
H 1.18 -1.01 -2.00
H -0.50 -0.79 -2.04
H -1.50 0.33 0.67
*
```

- energy above the lowest of the compared OMol25 structures with the same formula, charge and spin (kcal/mol) = 126.2
- HOMO (alpha / beta) (Ha) = -0.3407 / -0.3196
- F_max (eV Å⁻¹) = 2.55
- structure (SMILES) = N#C/C=C(\N)O
- orbital gap (alpha / beta) (eV) = 8.2 / 7.4


(5)
Computed, not measured: 4 unconnected molecules or ions with the total composition C14H21BrN3O9 at a distorted geometry, with the ωB97M-V functional and the def2-TZVPD basis.

Structure (ORCA input):
```
! wB97M-V def2-TZVPD RIJCOSX def2/J DEFGRID3
* xyz 1 1
C 1.73 1.27 -1.68
N 1.10 2.39 -2.40
C -0.04 1.97 -3.20
C -1.27 1.64 -2.39
N -2.01 0.56 -2.57
C -3.05 0.55 -1.64
Br -4.31 -0.79 -1.52
C -2.92 1.66 -0.90
N -1.79 2.33 -1.38
H 2.21 1.65 -0.80
H 2.48 0.79 -2.29
H 1.02 0.50 -1.34
H 0.85 3.09 -1.73
H -0.27 2.68 -3.99
H 0.25 1.04 -3.67
H -1.84 -0.16 -3.26
H -3.49 2.02 -0.07
H -1.42 3.20 -1.04
C 2.90 -0.93 2.16
C 4.36 -1.30 2.31
O 4.73 -1.64 0.96
C 3.88 -1.02 0.13
O 4.00 -0.95 -1.06
O 2.84 -0.46 0.80
H 2.59 -0.15 2.86
H 2.24 -1.79 2.26
H 4.96 -0.45 2.64
H 4.51 -2.14 2.98
C 4.48 3.74 1.68
C 3.31 3.30 2.54
O 3.80 2.08 3.12
C 5.16 2.12 3.10
O 5.87 1.35 3.65
O 5.59 3.17 2.37
H 4.58 4.82 1.61
H 4.44 3.31 0.67
H 3.10 4.01 3.34
H 2.40 3.11 1.98
C -6.76 -4.19 0.45
C -6.41 -3.91 -1.00
O -6.25 -5.22 -1.54
C -6.96 -6.09 -0.76
O -7.16 -7.22 -1.04
O -7.39 -5.47 0.36
H -7.44 -3.46 0.88
H -5.88 -4.27 1.08
H -7.22 -3.41 -1.54
H -5.49 -3.34 -1.12
*
```

- HOMO (Ha) = -0.4725
- F_max (eV Å⁻¹) = 1.05
- orbital gap (eV) = 9.6


(6)
Computed, not measured: 4 unconnected molecules or ions with the total composition C3H13NO4 at a distorted geometry, with the ωB97M-V functional and the def2-TZVPD basis.

Structure (ORCA input):
```
! wB97M-V def2-TZVPD RIJCOSX def2/J DEFGRID3
* xyz 0 1
C -1.39 0.72 1.81
N -0.62 -0.56 1.62
C 0.78 -0.18 1.34
C 1.35 -1.35 0.43
O 2.26 -1.13 -0.31
H -2.36 0.43 1.41
H -1.42 1.22 2.77
H -1.05 1.37 1.02
H -0.65 -1.10 2.50
H 1.30 -0.08 2.30
H 0.81 0.56 0.57
H 0.83 -2.29 0.61
H -1.49 -0.94 -0.30
H -2.11 -0.32 -1.44
O -1.71 -1.18 -1.23
H -0.02 1.86 -1.26
H -0.11 3.23 -1.62
O -0.48 2.65 -0.93
H -0.15 -0.29 -1.89
H 1.40 0.04 -1.54
O 0.59 0.31 -2.00
*
```

- energy above the lowest of the compared OMol25 structures with the same formula, charge and spin (kcal/mol) = 55.4
- HOMO (Ha) = -0.3672
- F_max (eV Å⁻¹) = 3.57
- structure (SMILES) = CNCC=O.O.O.O
- orbital gap (eV) = 10.7


no.,calculated total energy (eV)
1,-258458.9199
2,-8820.7893
3,-75284.8904
4,-8198.4131
5,-107792.2971
6,-13000.7650